No. 1
# CH4FNO2S2

A cluster of 2 separate species, CH4FNO2S2 in total (ωB97M-V with the def2-TZVPD basis set, the OMol25 dataset).

Output
HOMO level	-10.07	eV
Kohn-Sham gap	9.15	eV
energy above the lowest of the compared OMol25 structures with the same formula, charge and spin	0.614	eV
calculated total energy	-31071.467	eV

```
! RIJCOSX wB97M-V def2-TZVPD def2/J DEFGRID3
* xyz 0 1
C 1.77478 0.01464 -0.21249
S 0.36772 0.48183 0.79800
N -0.70650 -0.62053 0.50078
S -1.56946 0.28954 -0.66210
O -1.10945 -0.17106 -1.96958
O -0.31152 1.61903 -0.05787
H 2.65206 0.53053 0.33042
H 1.97404 0.49721 -1.25961
H 2.04656 -1.06422 -0.31239
F -3.01356 -0.63067 1.39712
H -2.10466 -0.94630 1.44770
*
```



No. 2
# CH4FNS

A structure of composition CH4FNS (ωB97M-V with the def2-TZVPD basis set, the OMol25 dataset).

Output
HOMO level	-9.08	eV
Kohn-Sham gap	9.30	eV
energy above the lowest of the compared OMol25 structures with the same formula, charge and spin	2.595	eV
calculated total energy	-16142.052	eV

```
! RIJCOSX wB97M-V def2-TZVPD def2/J DEFGRID3
* xyz 0 1
C -0.59216 0.68315 0.20112
N -0.28501 -0.66810 0.02307
F 2.28195 -0.65910 -0.92912
S 0.66026 -1.26318 -1.10839
H -0.21793 1.25812 -0.69145
H -1.64467 1.04438 0.12182
H -0.01562 0.91667 1.15584
H -0.18683 -1.31195 1.22711
*
```



No. 3
# CH4FOP

A cluster of 2 separate species, CH4FOP in total (ωB97M-V with the def2-TZVPD basis set, the OMol25 dataset).

Output
HOMO level	-9.84	eV
Kohn-Sham gap	10.10	eV
energy above the lowest of the compared OMol25 structures with the same formula, charge and spin	2.887	eV
calculated total energy	-15153.734	eV

```
! RIJCOSX wB97M-V def2-TZVPD def2/J DEFGRID3
* xyz 0 1
C 0.54999 -0.01188 -0.12053
O 0.89221 -1.31268 -0.03693
F -1.85161 -0.15500 -0.75146
P -1.16622 0.18534 0.63067
H 1.45682 0.51830 0.24118
H 0.34126 0.19663 -1.19792
H 0.99738 -1.49343 0.95275
H -1.21981 2.07271 0.28225
*
```



No. 4
# CH4I2Si

The molecule CH4I2Si (ωB97M-V with the def2-TZVPD basis set, the OMol25 dataset).

Output
HOMO level	-9.20	eV
Kohn-Sham gap	8.69	eV
energy above the lowest of the compared OMol25 structures with the same formula, charge and spin	1.042	eV
calculated total energy	-25182.023	eV

```
! RIJCOSX wB97M-V def2-TZVPD def2/J DEFGRID3
* xyz 0 1
C -1.02044 0.24509 0.46265
Si 0.36889 -0.32060 -0.64836
I 1.66520 -2.30888 0.03858
I 2.22110 1.71434 -0.01128
H -0.75346 1.29939 0.62383
H -2.08143 0.17111 0.17565
H -0.76576 -0.12132 1.49260
H 0.36588 -0.67912 -2.13367
*
```